(1)
DFT (ωB97M-V/def2-TZVPD) results for a molecular structure, C24H23F2I2N4OPbS at a distorted geometry.

```
58
C24H23F2I2N4OPbS, DFT ωB97M-V/def2-TZVPD
Pb 0.1774 -0.5380 -0.3101
I 5.4484 -3.0910 0.3081
C 3.4874 -2.3190 -0.0026
I 3.0146 -2.3806 -2.1467
H 3.4348 -1.2674 0.1994
H 2.7756 -2.8977 0.5548
F -4.8916 1.6470 0.6684
C -3.6123 1.6424 1.1881
C -2.6737 0.8973 0.5796
C -1.3016 1.0501 0.7749
C -0.9571 2.0012 1.7500
C -1.9912 2.6340 2.4493
F -1.6901 3.5376 3.3889
C -3.3142 2.5014 2.2059
C 0.4449 2.2118 2.1213
C 0.8601 3.5045 2.4482
C 2.2819 3.6954 2.5026
C 3.1739 2.6841 2.2945
C 2.5576 1.3940 2.1525
N 1.2726 1.0938 2.1232
H -3.0486 0.1207 -0.1100
H -4.0513 2.9811 2.7849
H 0.1977 4.3099 2.5963
H 2.6600 4.6826 2.7628
H 4.2350 2.7913 2.2007
H 3.2747 0.5845 2.0703
N 2.3534 -2.5860 4.7249
C 0.9857 -2.9347 4.5181
O 0.3351 -3.7146 5.1452
C 0.5014 -2.1913 3.2535
C -0.9534 -2.3757 3.0410
H 2.8306 -3.3219 5.2002
H 2.8617 -2.2502 3.8927
H 1.1207 -2.4431 2.3529
H 0.7251 -1.1379 3.4755
H -1.3260 -1.8347 2.2108
H -1.3867 -3.3315 3.4002
C -1.7188 1.7475 -2.7825
C -1.7802 0.7257 -3.8263
C -2.4992 0.8727 -5.0579
C -2.9112 -0.2472 -5.7453
C -2.2487 -1.4656 -5.4945
C -1.4076 -1.6896 -4.4316
C -0.5071 -2.8550 -4.3735
C -1.2268 -0.5955 -3.4791
N -0.3817 -0.7854 -2.4847
H -2.1001 1.3782 -1.8133
H -2.3115 2.6607 -2.8378
H -0.6986 1.8704 -2.3660
H -2.8303 1.8423 -5.2719
H -3.5405 -0.1648 -6.6153
H -2.5107 -2.4457 -5.9734
H -0.8319 -3.7915 -4.8467
H -0.2898 -3.0415 -3.3377
H 0.4463 -2.6515 -4.8290
S 4.6711 1.1000 -1.1460
C 3.0187 1.0974 -1.0721
N 1.8462 1.0885 -0.9860
```

- Gap between HOMO and LUMO (alpha / beta): 6.19 / 5.94 eV
- Multiplicity: 1
- DFT total energy: -70985.505 eV
- E_HOMO (alpha / beta): -4.3 / -4.1 eV
- F_max: 3.71 eV/Å
- Molecular weight: 914.546 g mol⁻¹
- ΔE to the lowest compared entry with this formula, charge and spin: 478.6 kJ/mol
- LUMO level (alpha / beta): 1.9 / 1.9 eV
- Charge: -1

---

(2)
DFT (ωB97M-V/def2-TZVPD) results for a molecular structure, C24H23F6N8O9RuS5.

```
76
C24H23F6N8O9RuS5, DFT ωB97M-V/def2-TZVPD
Ru -0.1085 -0.1764 0.2439
N 3.0369 -2.4367 0.2057
C 3.2593 -1.1187 0.1828
N 2.3343 -0.1780 0.2426
C 2.9162 1.0775 0.1500
C 4.2578 1.0992 0.0239
S 4.8756 -0.5082 0.0198
C 2.0527 2.2537 0.1820
C 2.4644 3.5361 0.2526
S 1.1074 4.5947 0.2196
C 0.0565 3.2256 0.1023
N 0.6816 2.0695 0.1098
N -1.2689 3.3856 -0.0715
H 2.0778 -2.7484 0.3835
H 3.8083 -3.0748 0.2774
H 4.9062 1.9498 -0.0775
H 3.4675 3.9131 0.3358
H -1.6592 4.2850 0.1561
H -1.8419 2.5905 0.1846
C -6.5833 -2.6847 2.6676
C -5.2682 -1.9615 2.7540
C -4.2489 -2.2274 1.8455
C -3.0385 -1.5600 1.9283
C -2.8384 -0.6104 2.9187
C -3.8361 -0.3424 3.8465
C -5.0402 -1.0188 3.7556
S -1.3735 0.3842 2.9187
O -1.5287 1.3431 1.8176
O -1.2208 0.9089 4.2435
N -0.1744 -0.4847 2.3699
C 0.2461 -1.7013 3.0361
C 0.3844 -2.8079 2.0031
O 0.5131 -3.9658 2.3234
O 0.4062 -2.3815 0.7611
H -6.7101 -3.1533 1.6932
H -7.4167 -2.0018 2.8319
H -6.6437 -3.4664 3.4276
H -4.4068 -2.9508 1.0551
H -2.2567 -1.7799 1.2117
H -3.6637 0.3924 4.6202
H -5.8245 -0.8053 4.4718
H -0.4369 -2.0096 3.8305
H 1.2270 -1.5589 3.4993
O -1.1874 -1.8387 -1.0346
H -0.9615 -2.6378 -0.5373
H -2.1530 -1.7740 -1.1992
F -5.7185 1.7609 -1.2883
C -4.7125 1.3657 -0.5298
F -4.2151 2.4351 0.1039
F -5.1476 0.5048 0.3774
S -3.3612 0.6123 -1.5640
O -2.1995 0.7083 -0.6918
O -3.3293 1.3841 -2.7692
N -3.6884 -0.9096 -1.6983
S -4.7477 -1.4975 -2.7514
O -4.8849 -2.8892 -2.4683
O -5.8881 -0.6534 -2.9146
C -3.8245 -1.4227 -4.3813
F -2.5029 -1.4131 -4.1859
F -4.1295 -2.4889 -5.1110
F -4.1555 -0.3348 -5.0626
N -0.0694 0.9438 -4.0883
C -0.1150 1.1161 -2.7504
N 0.4292 0.1260 -2.0910
C 0.8488 -0.7801 -3.0617
C 1.4616 -2.0232 -2.9324
C 1.7462 -2.7173 -4.0900
C 1.4295 -2.1985 -5.3556
C 0.8179 -0.9700 -5.4980
C 0.5352 -0.2776 -4.3261
H -0.5224 1.5388 -4.7606
H -0.5862 1.9754 -2.3024
H 1.6920 -2.4317 -1.9585
H 2.2154 -3.6897 -4.0248
H 1.6641 -2.7792 -6.2374
H 0.5635 -0.5732 -6.4713
```

- Gap between HOMO and LUMO (alpha / beta): 8.57 / 6.70 eV
- Multiplicity: 6
- DFT total energy: -128673.148 eV
- E_HOMO (alpha / beta): -8.5 / -8.5 eV
- F_max: 0.51 eV/Å
- Molecular weight: 942.888 g mol⁻¹
- ΔE to the lowest compared entry with this formula, charge and spin: 57.7 kJ/mol
- <S²>: 8.76
- LUMO level (alpha / beta): 0.1 / -1.8 eV
- Charge: 0

---

(3)
DFT (ωB97M-V/def2-TZVPD) results for a molecular structure, C24H23N2NiS2.

```
52
C24H23N2NiS2, DFT ωB97M-V/def2-TZVPD
Ni 0.3788 0.0862 -0.0976
C 0.1123 1.5240 -1.8344
C -0.2562 2.2257 -0.6443
C -1.4046 1.5899 -0.1131
C -1.7229 0.4829 -0.9512
C -0.8325 0.4867 -2.0496
C -0.8646 -0.4324 -3.2286
C -2.8901 -0.4328 -0.7325
C -2.3490 2.0991 0.9358
C 0.3865 3.4888 -0.1477
C 1.2459 1.8694 -2.7545
H 0.1393 -0.6949 -3.5611
H -1.3871 0.0345 -4.0696
H -1.3743 -1.3665 -2.9921
H -3.8429 0.0737 -0.9217
H -2.9197 -0.7990 0.2963
H -2.8415 -1.3001 -1.3904
H -3.3304 2.2783 0.4850
H -2.0123 3.0443 1.3644
H -2.4915 1.3973 1.7593
H -0.3616 4.2641 0.0386
H 1.0808 3.8815 -0.8909
H 0.9506 3.3496 0.7779
H 0.9454 2.5915 -3.5210
H 1.6104 0.9799 -3.2695
H 2.0887 2.2977 -2.2097
S 3.2268 -1.8486 1.2361
C 2.0776 -1.0962 2.1715
N 1.2132 -0.1155 1.8648
C 0.6288 0.4199 3.0097
C -0.1022 1.6013 3.0689
C -0.6447 2.0243 4.2724
C -0.4544 1.2899 5.4391
C 0.3177 0.1365 5.4111
C 0.8648 -0.2778 4.2068
S 1.9672 -1.5769 3.8831
H -0.2214 2.1819 2.1697
H -1.2185 2.9430 4.3021
H -0.8868 1.6274 6.3727
H 0.5071 -0.4231 6.3188
N 1.7219 -6.1675 -3.8255
C 1.5577 -5.2118 -3.2038
C 1.3473 -4.0187 -2.4380
C 2.1825 -2.9105 -2.6087
C 1.9590 -1.7624 -1.8731
C 0.9090 -1.6438 -0.9493
C 0.0997 -2.7774 -0.8000
C 0.3051 -3.9474 -1.5167
H 3.0038 -2.9678 -3.3135
H 2.6450 -0.9324 -2.0094
H -0.7266 -2.7572 -0.0946
H -0.3372 -4.8084 -1.3723
```

- Gap between HOMO and LUMO (alpha / beta): 6.94 / 7.16 eV
- Multiplicity: 3
- DFT total energy: -90957.087 eV
- E_HOMO (alpha / beta): -4.2 / -4.4 eV
- F_max: 0.16 eV/Å
- Molecular weight: 462.289 g mol⁻¹
- <S²>: 2.01
- LUMO level (alpha / beta): 2.8 / 2.8 eV
- Charge: -1

---

(4)
DFT (ωB97M-V/def2-TZVPD) results for a single C24H23N3O6S molecule at a distorted geometry.

```
57
C24H23N3O6S, DFT ωB97M-V/def2-TZVPD
C -2.3044 -2.4810 -0.4597
H -1.6049 -1.9743 0.2136
O -1.8680 -3.7773 -0.7967
C -0.6463 -3.8219 -1.4848
C 0.5763 -3.5541 -0.5944
H 0.4098 -3.9764 0.3985
H 1.4642 -3.9971 -1.0551
O 0.8163 -2.1620 -0.3962
C 1.6792 -1.5713 -1.2272
O 2.2245 -2.1093 -2.1531
C 1.8285 -0.1244 -0.8722
C 0.9742 0.8041 -1.4717
N 1.0608 2.0941 -1.1941
C 1.9445 2.5300 -0.3225
C 2.8753 1.6898 0.3126
C 2.8250 0.3133 0.0123
C 3.7645 -0.6252 0.5817
C 4.9763 -0.4541 1.2135
C 5.4612 -1.7462 1.4965
C 4.5198 -2.6127 1.0250
O 3.4998 -1.9509 0.4727
H 4.4661 -3.6837 1.0264
H 6.3820 -1.9944 1.9820
H 5.4648 0.4712 1.4351
C 3.7655 2.2623 1.2390
N 4.4474 2.7888 1.9976
S 1.8670 4.2385 0.0611
C 0.5449 4.7471 -1.0830
H 0.9535 4.8008 -2.0914
H 0.2552 5.7473 -0.7569
C -0.6753 3.8265 -1.1060
O -1.2703 3.6275 -2.1392
N -1.0455 3.3861 0.1244
C -1.9511 2.3613 0.4263
C -1.9084 1.8010 1.6970
C -2.7641 0.7734 2.0529
C -3.6818 0.2844 1.1306
C -3.7239 0.8496 -0.1448
C -2.8759 1.8765 -0.4959
H -2.9182 2.3060 -1.4822
H -4.4444 0.4661 -0.8493
O -4.5662 -0.7263 1.3655
C -4.5833 -1.3222 2.6400
H -3.6267 -1.8010 2.8734
H -4.8271 -0.5949 3.4210
H -5.3638 -2.0804 2.6001
H -2.7009 0.3659 3.0492
H -1.1959 2.1695 2.4224
H -0.4444 3.6528 0.8951
C -0.0845 0.4060 -2.4408
H 0.3427 -0.1895 -3.2459
H -0.5527 1.2994 -2.8450
H -0.8415 -0.1901 -1.9320
H -0.6421 -3.1142 -2.3268
H -0.5727 -4.8394 -1.8758
H -3.2656 -2.5997 0.0348
H -2.4397 -1.8655 -1.3578
```

- SMILES: COCCOC(=O)c1c(C)nc(SCC(=O)Nc2ccc(OC)cc2)c(C#N)c1-c1ccco1
- Gap between HOMO and LUMO: 7.68 eV
- Multiplicity: 1
- DFT total energy: -52851.092 eV
- E_HOMO: -8.1 eV
- F_max: 1.20 eV/Å
- Molecular weight: 481.530 g mol⁻¹
- ΔE to the lowest compared entry with this formula, charge and spin: 291.6 kJ/mol
- LUMO level: -0.4 eV
- Charge: 0